# 1
# C41H42N9S3Si2Y

C41H42N9S3Si2Y as an isolated structure at a distorted geometry (the ωB97M-V functional and the def2-TZVPD basis, the Open Molecules 2025 dataset).

Cartesian coordinates (Å):
Y  -0.4323  0.8103  -0.0937
N  -1.2738  3.4010  3.5874
C  -0.7843  3.2413  2.3509
N  -0.9510  2.0015  1.9670
C  -1.5278  1.3865  3.0559
N  -1.7570  2.2336  4.0536
C  -1.7452  -0.0254  3.0699
C  -2.3984  -0.6925  4.1120
N  -2.5566  -1.9988  4.1411
C  -2.0099  -2.6763  3.1057
C  -1.3556  -2.0431  2.0742
N  -1.2149  -0.7176  2.0086
H  -1.2644  4.2210  4.1740
H  -0.3182  4.0157  1.7795
H  -2.8078  -0.1316  4.9441
H  -2.1254  -3.7507  3.1359
H  -0.9191  -2.6104  1.2633
C  3.0106  -0.9037  -2.6221
Si  2.7869  0.2878  -1.1212
C  2.3784  -0.8168  0.3941
C  4.5006  1.0945  -0.7885
N  1.4413  1.3393  -1.2336
C  1.1801  2.1905  -2.2834
C  2.0830  2.3797  -3.3318
C  1.8210  3.2087  -4.4075
C  0.6453  3.9319  -4.4340
C  -0.2571  3.7963  -3.3929
C  -0.0626  2.9160  -2.3286
N  -1.0118  2.7235  -1.3432
Si  -2.6277  3.2423  -1.2875
C  -3.5339  4.1836  -2.7086
C  -2.9239  4.4286  0.2066
C  -3.7356  1.6964  -0.9857
H  3.7786  -1.6542  -2.4604
H  3.2784  -0.3495  -3.5150
H  2.0762  -1.4170  -2.8317
H  3.1736  -1.5251  0.6133
H  1.4615  -1.3912  0.2293
H  2.2461  -0.2053  1.2869
H  5.2652  0.3436  -0.6114
H  4.4570  1.7321  0.0882
H  4.8265  1.7090  -1.6212
H  3.0228  1.8495  -3.2969
H  2.5346  3.2872  -5.2178
H  0.4227  4.5971  -5.2610
H  -1.1577  4.3866  -3.4058
H  -3.1737  5.2066  -2.8038
H  -4.6075  4.2366  -2.5320
H  -3.3825  3.6825  -3.6599
H  -2.1127  5.1427  0.3069
H  -2.9995  3.8739  1.1358
H  -3.8447  4.9926  0.0916
H  -3.6452  0.9877  -1.8073
H  -4.7880  1.9505  -0.8845
H  -3.4310  1.1770  -0.0723
S  7.1559  1.1566  5.0822
C  5.5394  1.2181  4.7288
S  4.9081  2.2116  3.4449
C  3.2268  1.5542  3.8157
N  3.2817  0.7210  4.7932
N  4.5239  0.5289  5.3094
C  4.5972  -0.3931  6.3591
C  3.5812  -1.3456  6.4738
C  3.6015  -2.2565  7.5110
C  4.6212  -2.2281  8.4501
C  5.6315  -1.2894  8.3315
C  5.6233  -0.3698  7.3004
S  1.8979  2.0337  2.9729
H  2.7880  -1.3498  5.7431
H  2.8198  -3.0018  7.5788
H  4.6268  -2.9354  9.2692
H  6.4433  -1.2688  9.0480
H  6.4126  0.3582  7.2199
C  -1.2939  -0.8228  -1.2596
C  -1.7260  -1.5880  -2.1079
C  -2.2346  -2.4791  -3.0663
C  -2.7760  -1.9036  -4.2620
C  -2.4246  -0.5896  -4.6461
C  -2.9199  -0.0267  -5.7991
C  -3.8069  -0.7276  -6.6088
C  -4.2176  -1.9937  -6.2138
C  -3.7194  -2.5709  -5.0676
C  -2.1585  -3.8760  -2.7657
C  -2.0146  -4.3013  -1.4260
C  -1.9331  -5.6330  -1.0966
C  -1.9705  -6.6107  -2.0842
C  -2.0604  -6.2148  -3.4124
C  -2.1472  -4.8832  -3.7514
H  -1.7424  -0.0256  -4.0221
H  -2.6156  0.9740  -6.0761
H  -4.1895  -0.2832  -7.5176
H  -4.9527  -2.5264  -6.8070
H  -4.0924  -3.5368  -4.7563
H  -1.9844  -3.5480  -0.6510
H  -1.8383  -5.9233  -0.0574
H  -1.9076  -7.6586  -1.8215
H  -2.0449  -6.9666  -4.1933
H  -2.1598  -4.6011  -4.7946

Maximum force = 2.51 eV Å⁻¹
Lowest unoccupied orbital energy = 2.94 eV
HOMO energy = -0.561 eV
Total charge = -2

Computed Mulliken charges, given in elementary charges:
1. Y 0.552
2. N 0.286
3. C -1.353
4. N 1.119
5. C 0.081
6. N -0.844
7. C 0.161
8. C -0.383
9. N -0.650
10. C -0.550
11. C -0.263
12. N 0.313
13. H 0.236
14. H 0.620
15. H 0.484
16. H 0.420
17. H 0.411
18. C -1.133
19. Si 0.121
20. C -0.896
21. C -1.060
22. N 0.297
23. C 0.753
24. C -0.507
25. C -0.939
26. C -0.930
27. C -0.680
28. C 0.478
29. N 0.676
30. Si 0.117
31. C -1.419
32. C -1.247
33. C -0.897
34. H 0.370
35. H 0.383
36. H 0.277
37. H 0.486
38. H 0.124
39. H 0.151
40. H 0.361
41. H 0.187
42. H 0.329
43. H 0.167
44. H 0.374
45. H 0.346
46. H 0.381
47. H 0.375
48. H 0.406
49. H 0.355
50. H 0.334
51. H 0.255
52. H 0.431
53. H 0.174
54. H 0.439
55. H 0.240
56. S -0.473
57. C 0.259
58. S -0.137
59. C 0.150
60. N -0.941
61. N 0.633
62. C 0.495
63. C -0.342
64. C -0.560
65. C -0.382
66. C -0.649
67. C -0.451
68. S -0.356
69. H 0.550
70. H 0.344
71. H 0.356
72. H 0.342
73. H 0.224
74. C -0.755
75. C 0.528
76. C -0.822
77. C 0.576
78. C -0.654
79. C -0.633
80. C -0.442
81. C -0.579
82. C -0.553
83. C 0.122
84. C -0.522
85. C -0.341
86. C -0.475
87. C -0.617
88. C -0.404
89. H 0.643
90. H 0.422
91. H 0.348
92. H 0.339
93. H 0.537
94. H 0.338
95. H 0.338
96. H 0.346
97. H 0.342
98. H 0.541

---

# 2
# C41H42NiP2

C41H42NiP2 as an isolated structure at a distorted geometry (the ωB97M-V functional and the def2-TZVPD basis, the Open Molecules 2025 dataset).

Cartesian coordinates (Å):
Ni  1.2935  1.7545  2.3817
C  4.0221  4.2180  0.7654
C  2.9426  3.4196  0.6520
C  2.5723  2.7823  -0.6386
C  2.8833  1.2781  -0.7457
C  4.0652  0.7466  0.0350
C  5.3031  1.2686  -0.0211
C  5.5913  2.6329  -0.5852
C  5.4117  3.8358  0.3967
C  1.7887  0.3350  3.6589
H  3.9759  5.1976  1.2620
H  2.1500  3.3006  1.4874
H  2.9763  3.3300  -1.5047
H  1.4978  2.9463  -0.7697
H  1.9799  0.6917  -0.5313
H  3.0487  1.0943  -1.8173
H  3.8299  -0.0530  0.7530
H  6.1756  0.7032  0.3291
H  5.0293  2.8497  -1.5028
H  6.6579  2.6084  -0.8534
H  5.9754  3.6016  1.3140
H  5.9248  4.7083  -0.0558
H  1.2952  0.8637  4.5207
H  2.8535  0.2083  3.8921
H  1.3391  -0.6429  3.4278
P  -3.3237  -0.4697  -0.9912
P  -2.2807  -2.9781  -0.8599
C  -2.7432  -1.0583  -2.6264
C  -2.3159  -2.3510  -2.5586
C  -5.0809  -0.1163  -1.3723
C  -5.5184  0.1005  -2.6898
C  -6.8750  0.3349  -2.9438
C  -7.7956  0.3596  -1.8869
C  -7.3625  0.0919  -0.5732
C  -6.0128  -0.1600  -0.3134
C  -2.5095  1.1610  -0.8365
C  -1.1716  1.1144  -0.4103
C  -0.5001  2.2880  -0.1249
C  -1.0495  3.5333  -0.4406
C  -2.3767  3.5985  -0.8811
C  -3.1163  2.4143  -1.0235
C  -3.0930  -4.6422  -1.1141
C  -4.4705  -4.6768  -1.4135
C  -5.0794  -5.8942  -1.7284
C  -4.3352  -7.0854  -1.7499
C  -2.9736  -7.0547  -1.4281
C  -2.3612  -5.8400  -1.1036
C  -0.4996  -3.4060  -0.7570
C  0.0006  -3.9287  0.4504
C  1.2999  -4.4259  0.5225
C  2.1282  -4.3635  -0.6061
C  1.6729  -3.7578  -1.7807
C  0.3678  -3.2606  -1.8484
H  -2.8161  -0.3794  -3.4984
H  -2.0357  -3.0225  -3.3806
H  -4.8109  0.0673  -3.5248
H  -7.2023  0.4928  -3.9771
H  -8.8496  0.5751  -2.0901
H  -8.0878  0.0802  0.2431
H  -5.6684  -0.3937  0.6974
H  -0.6681  0.1624  -0.2574
H  0.4646  2.1771  0.4218
H  -0.4693  4.4510  -0.3231
H  -2.8272  4.5750  -1.0885
H  -4.1710  2.4745  -1.2825
H  -5.0470  -3.7462  -1.4241
H  -6.1433  -5.9178  -1.9792
H  -4.8087  -8.0310  -2.0440
H  -2.3826  -7.9765  -1.4476
H  -1.2988  -5.8250  -0.8537
H  -0.6442  -3.9544  1.3226
H  1.6685  -4.8699  1.4487
H  3.1315  -4.7864  -0.5717
H  2.3200  -3.6681  -2.6580
H  0.0287  -2.7758  -2.7649
C  5.0848  4.0235  4.7807
C  3.7258  4.3806  4.8254
C  2.7746  3.6130  4.0996
C  3.1607  2.4589  3.4305
C  4.5043  2.0622  3.4396
C  5.4942  2.8760  4.0840
H  5.8278  4.6466  5.2753
H  3.3866  5.2711  5.3719
H  1.7336  3.9586  4.0476
H  4.8501  1.1633  2.9118
H  6.5678  2.6313  4.0048

Multiplicity = 3
ΔE to the lowest compared entry with this formula, charge and spin = 79.0 kcal per mole
Maximum force = 2.91 eV Å⁻¹
Lowest unoccupied orbital energy (spin up / spin down) = -0.77 / -3.55 eV
HOMO energy (spin up / spin down) = -3.391 / -5.228 eV

Computed Mulliken charges, given in elementary charges:
1. Ni -0.192
2. C -1.294
3. C 1.100
4. C -1.175
5. C 0.273
6. C -0.519
7. C -0.427
8. C -0.925
9. C -0.533
10. C -1.266
11. H 0.333
12. H 0.007
13. H 0.535
14. H -0.024
15. H -0.297
16. H 0.405
17. H 0.373
18. H 0.333
19. H 0.313
20. H 0.467
21. H 0.164
22. H 0.462
23. H 0.287
24. H 0.288
25. H 0.284
26. P 0.617
27. P 0.475
28. C -0.444
29. C -0.955
30. C 0.641
31. C -0.014
32. C -0.663
33. C -0.438
34. C -0.635
35. C -0.434
36. C 0.926
37. C -0.834
38. C 0.449
39. C -0.126
40. C -1.016
41. C -0.589
42. C 0.355
43. C -0.279
44. C -0.600
45. C -0.436
46. C -0.634
47. C -0.358
48. C 0.364
49. C -0.374
50. C -0.644
51. C -0.463
52. C -0.715
53. C -0.181
54. H 0.711
55. H 0.785
56. H 0.229
57. H 0.377
58. H 0.363
59. H 0.371
60. H 0.407
61. H 0.358
62. H -0.690
63. H 0.531
64. H 0.361
65. H 0.375
66. H 0.365
67. H 0.380
68. H 0.356
69. H 0.381
70. H 0.288
71. H 0.412
72. H 0.438
73. H 0.415
74. H 0.399
75. H 0.384
76. C -0.415
77. C -0.581
78. C 0.308
79. C -0.791
80. C 0.569
81. C -0.692
82. H 0.344
83. H 0.342
84. H 0.204
85. H 0.353
86. H 0.392